#1
This record from the OMol25 dataset describes a cluster of 8 separate species, C16H48O16 in total. The level of theory is ωB97M-V/def2-TZVPD.

Kohn-Sham gap ... 0.3680 Eh
SMILES ... OCCO.OCCO.OCCO.OCCO.OCCO.OCCO.OCCO.OCCO
Lowest unoccupied orbital energy ... 0.33 eV

The geometry in ORCA input format:
```
! wB97M-V def2-TZVPD RIJCOSX def2/J DEFGRID3
* xyz 0 1
C -25.05180 0.21398 19.28447
C -24.47821 -1.01022 19.72545
O -23.28788 -1.21453 18.95349
O -26.11199 0.45090 20.17405
H -25.46634 0.19548 18.27654
H -24.47207 1.12559 19.42926
H -25.16626 -1.84804 19.61262
H -24.16060 -0.88945 20.76114
H -23.56561 -1.58197 18.11119
H -25.84591 0.90506 20.97689
C -21.93245 4.20510 25.11867
C -21.41264 5.61784 25.45362
O -22.50634 6.52986 25.68123
O -22.34192 3.50330 26.29603
H -21.15581 3.69223 24.55132
H -22.75586 4.43224 24.44154
H -20.80470 5.99718 24.63226
H -20.89569 5.72632 26.40708
H -22.77807 6.90258 24.83931
H -23.10273 4.02449 26.56271
C -29.63257 0.97078 21.55120
C -29.51407 0.22239 22.87270
O -29.57043 1.24202 23.85674
O -30.96543 1.33115 21.36989
H -29.39107 0.14853 20.87765
H -28.98346 1.77958 21.21562
H -28.55951 -0.27148 23.05447
H -30.26358 -0.56790 22.91472
H -30.22977 0.98240 24.50441
H -31.11590 2.15989 21.83050
C -24.50256 -4.81541 21.30593
C -25.96935 -4.46830 21.27361
O -26.73024 -5.02486 20.28093
O -23.72410 -4.18921 22.31295
H -24.06554 -4.77801 20.30807
H -24.44890 -5.88094 21.52928
H -26.04172 -3.38871 21.40533
H -26.40261 -4.90242 22.17468
H -26.37328 -4.84391 19.40833
H -24.17068 -4.35958 23.14550
C -22.13186 1.72742 29.62952
C -20.98334 2.02322 28.63010
O -19.72688 1.42111 29.21061
O -22.41110 0.36470 29.44847
H -22.97806 2.40965 29.54824
H -21.83455 1.75774 30.67774
H -20.97096 3.08654 28.39071
H -21.09252 1.61910 27.62369
H -18.96913 1.67113 28.67685
H -21.86180 -0.07412 30.10214
C -27.30177 -4.72644 25.96163
C -27.74442 -4.63225 24.50433
O -28.29587 -3.41262 24.02388
O -28.38044 -4.79676 26.86023
H -27.00900 -3.69130 26.13729
H -26.43133 -5.24339 26.36561
H -28.26598 -5.53108 24.17544
H -26.73084 -4.74972 24.12100
H -27.47740 -2.97570 23.77731
H -29.12897 -4.37462 26.43233
C -24.38686 -0.82697 24.28744
C -24.00549 -0.06997 25.64974
O -23.98875 1.28899 25.38339
O -25.73321 -0.90055 23.95294
H -24.10407 -1.84614 24.55095
H -23.77610 -0.48353 23.45250
H -23.10627 -0.49455 26.09610
H -24.65684 -0.19519 26.51470
H -23.48657 1.68079 26.10166
H -26.18075 -0.07376 23.75876
C -25.05581 3.44327 22.42561
C -26.17024 3.65834 23.45772
O -25.79880 3.19923 24.71712
O -24.85130 2.03370 22.20077
H -24.12035 3.89923 22.74980
H -25.46510 3.95200 21.55281
H -27.12196 3.18354 23.21918
H -26.36714 4.71047 23.66354
H -25.23696 2.43613 24.87078
H -24.27088 1.82675 22.93689
*
```



#2
This record from the OMol25 dataset describes a cluster of 8 separate species, C16H48O16 in total. The level of theory is ωB97M-V/def2-TZVPD.

Kohn-Sham gap ... 0.3663 Eh
SMILES ... OCCO.OCCO.OCCO.OCCO.OCCO.OCCO.OCCO.OCCO
Lowest unoccupied orbital energy ... 0.35 eV

The geometry in ORCA input format:
```
! wB97M-V def2-TZVPD RIJCOSX def2/J DEFGRID3
* xyz 0 1
C 23.75984 10.81455 24.45345
C 23.27047 11.65808 25.62686
O 21.92460 12.10079 25.31834
O 22.76229 9.82489 24.22780
H 24.70461 10.31475 24.66968
H 23.79635 11.49983 23.60173
H 23.87972 12.50550 25.92676
H 23.23048 11.05733 26.54522
H 21.65887 11.33394 24.77601
H 22.72149 9.64021 23.28633
C 23.06325 4.74293 24.23263
C 23.43561 5.75893 23.19544
O 22.26039 6.54550 22.96348
O 24.20018 3.87466 24.49162
H 22.13924 4.19873 24.04019
H 22.90801 5.31242 25.15735
H 23.81553 5.29195 22.27924
H 24.23141 6.41985 23.54603
H 22.59950 7.41135 22.68544
H 23.77495 3.11432 24.90458
C 23.56996 8.63048 20.08276
C 22.90746 7.53825 19.31557
O 21.51154 7.81647 19.20414
O 23.06573 8.84974 21.38689
H 23.46345 9.52912 19.45579
H 24.65087 8.56172 20.21768
H 23.04966 6.56495 19.80786
H 23.34431 7.38268 18.32479
H 21.12679 7.13240 18.65043
H 22.45588 9.61239 21.40653
C 19.33869 15.51444 24.33156
C 20.58517 15.16223 25.15653
O 20.98824 16.16998 26.07253
O 19.54407 16.72973 23.61200
H 18.41383 15.48930 24.91641
H 19.21991 14.66345 23.65167
H 21.37577 14.88168 24.46130
H 20.32021 14.28209 25.74424
H 21.52706 16.79405 25.57516
H 19.26545 17.40368 24.24469
C 23.91354 15.77756 27.68163
C 24.96764 16.62646 28.37677
O 25.64574 17.45132 27.44423
O 23.41486 14.72592 28.51319
H 24.28556 15.20501 26.83240
H 23.10276 16.41129 27.31915
H 25.66958 16.03175 28.96436
H 24.41273 17.15021 29.17155
H 24.98692 18.10907 27.18389
H 23.06736 15.10805 29.32706
C 19.11944 11.83167 20.84433
C 20.24489 10.98470 20.32144
O 21.36601 11.01470 21.19210
O 19.45511 13.20951 20.86046
H 18.80854 11.51578 21.84452
H 18.18853 11.64249 20.29762
H 20.51559 11.34612 19.32097
H 19.89535 9.96525 20.15315
H 21.52724 11.94902 21.38671
H 19.03968 13.65157 20.11674
C 27.18548 14.25633 26.80206
C 28.45648 14.27283 25.96637
O 29.36977 13.31376 26.50955
O 26.40474 13.08282 26.46377
H 26.59577 15.16087 26.64041
H 27.39962 14.11718 27.86281
H 28.87239 15.27887 25.98275
H 28.31516 13.99499 24.91968
H 28.88862 12.48144 26.56534
H 25.51015 13.29562 26.74761
C 19.06172 9.23523 23.65095
C 19.74555 8.16377 24.54230
O 18.92239 7.77790 25.62451
O 17.69311 8.90556 23.41985
H 19.57988 9.35464 22.69803
H 19.00896 10.15950 24.22999
H 20.66236 8.51264 25.00202
H 19.89317 7.34130 23.83661
H 18.00620 7.73236 25.32716
H 17.66998 8.09264 22.89759
*
```



What should be chosen as the most stable of them? Choose #2.



#1
This record from the OMol25 dataset describes a cluster of 8 separate species, C16H48O16 in total. The level of theory is ωB97M-V/def2-TZVPD.

Kohn-Sham gap ... 0.3544 Eh
SMILES ... OCCO.OCCO.OCCO.OCCO.OCCO.OCCO.OCCO.OCCO
Lowest unoccupied orbital energy ... -0.07 eV

The geometry in ORCA input format:
```
! wB97M-V def2-TZVPD RIJCOSX def2/J DEFGRID3
* xyz 0 1
C 3.38590 -1.66638 -4.09212
C 3.64578 -3.18247 -3.82772
O 5.01224 -3.53436 -4.09736
O 3.39779 -1.32207 -5.53052
H 4.06098 -0.97434 -3.58868
H 2.38467 -1.42439 -3.73560
H 3.04979 -3.85123 -4.44873
H 3.33655 -3.42800 -2.81175
H 5.50106 -3.27390 -3.31326
H 4.21423 -1.55834 -5.97686
C -4.82766 1.33298 0.40273
C -3.39250 1.44818 1.04724
O -2.45891 0.43965 0.61464
O -4.82353 1.35661 -1.01428
H -5.45259 2.19637 0.63102
H -5.35247 0.47917 0.83130
H -3.45244 1.55619 2.13022
H -2.77304 2.32094 0.84067
H -2.76567 -0.41555 0.92471
H -5.52010 0.78883 -1.35198
C -3.18902 -3.23948 -2.00254
C -1.92313 -2.88720 -1.21752
O -0.77925 -2.44825 -2.06277
O -3.82810 -1.94479 -2.29533
H -3.78227 -3.98433 -1.47212
H -2.88551 -3.63637 -2.97129
H -1.59087 -3.68282 -0.55067
H -2.12838 -2.05008 -0.55028
H -0.95399 -1.51552 -2.20792
H -4.29382 -1.57861 -1.53994
C 1.05747 -0.41279 -0.01250
C 2.15553 0.18475 0.93216
O 1.63616 1.41651 1.42653
O 1.57056 -1.48108 -0.83445
H 0.71834 0.39820 -0.65701
H 0.11090 -0.63903 0.47836
H 3.09165 0.34008 0.39583
H 2.41388 -0.42929 1.79489
H 2.16117 1.72739 2.16769
H 0.86171 -1.80461 -1.39521
C -2.13724 1.43749 -3.67215
C -0.83208 1.11681 -3.05582
O -1.04685 0.19024 -2.00218
O -2.72462 0.25274 -4.15689
H -1.98368 2.12605 -4.50305
H -2.80941 1.87048 -2.93133
H -0.38271 2.01651 -2.63543
H -0.23670 0.69625 -3.86623
H -1.56482 0.64153 -1.33163
H -3.12244 -0.12154 -3.36742
C -0.38047 3.47177 0.08118
C -0.74904 4.92548 0.26091
O -0.08469 5.49823 1.38518
O 1.02271 3.31271 -0.20648
H -0.97942 3.13283 -0.76409
H -0.62722 2.93750 0.99866
H -1.82801 5.07009 0.31591
H -0.60255 5.49885 -0.65446
H 0.00921 4.71356 1.93023
H 1.21810 2.45287 0.17311
C 2.71598 2.92745 4.79757
C 3.58320 3.86623 5.60149
O 4.48608 3.03440 6.35296
O 3.48439 2.54301 3.65729
H 1.81179 3.41625 4.43478
H 2.33827 2.11247 5.41501
H 2.91817 4.47633 6.21272
H 4.12915 4.51067 4.91249
H 5.06324 2.64754 5.69052
H 4.36336 2.32875 3.97837
C 0.16025 -4.84761 2.37179
C -0.15118 -3.30656 2.48548
O -0.62443 -3.01122 3.80987
O -1.10331 -5.58850 2.23961
H 0.67654 -5.11492 3.29379
H 0.81395 -5.11902 1.54287
H -0.78971 -2.95830 1.67363
H 0.81585 -2.83094 2.32197
H -1.48407 -3.41085 3.96123
H -0.95870 -6.53620 2.18896
*
```



#2
This record from the OMol25 dataset describes a cluster of 8 separate species, C16H48O16 in total. The level of theory is ωB97M-V/def2-TZVPD.

Kohn-Sham gap ... 0.3559 Eh
SMILES ... OCCO.OCCO.OCCO.OCCO.OCCO.OCCO.OCCO.OCCO
Lowest unoccupied orbital energy ... 0.12 eV

The geometry in ORCA input format:
```
! wB97M-V def2-TZVPD RIJCOSX def2/J DEFGRID3
* xyz 0 1
C 4.47419 -8.97021 -8.54392
C 3.74663 -8.94101 -7.15387
O 2.53754 -8.24151 -7.23635
O 4.92738 -7.74844 -8.98707
H 4.01543 -9.48761 -9.38650
H 5.34304 -9.57791 -8.29108
H 4.33479 -8.49201 -6.35352
H 3.34724 -9.91103 -6.85782
H 2.19168 -8.01983 -6.36868
H 5.26435 -7.24879 -8.23980
C 3.50544 -7.30782 -4.17089
C 3.55585 -6.79546 -2.73700
O 3.42652 -7.76987 -1.77790
O 2.16163 -7.78502 -4.42834
H 4.18722 -8.10734 -4.46076
H 3.83807 -6.46646 -4.77881
H 2.94907 -5.90200 -2.58986
H 4.54370 -6.37686 -2.54457
H 2.48445 -7.88670 -1.63489
H 1.88543 -8.31119 -3.67437
C 5.44303 -4.29042 -8.49400
C 5.27808 -4.95926 -7.13039
O 6.23495 -5.97886 -7.05945
O 6.64726 -3.46194 -8.55146
H 4.52468 -3.80936 -8.83063
H 5.66841 -5.03374 -9.25871
H 4.28631 -5.40470 -7.20827
H 5.09039 -4.20271 -6.36848
H 7.12993 -5.63160 -7.06435
H 7.39626 -3.97958 -8.24708
C 3.83721 -2.65581 -3.65074
C 4.28183 -2.40570 -2.19406
O 5.70105 -2.42009 -2.10721
O 4.04833 -3.95891 -3.99148
H 4.44622 -2.03443 -4.30732
H 2.77732 -2.43183 -3.77142
H 3.96252 -3.16210 -1.47712
H 3.84182 -1.46659 -1.85854
H 6.01752 -2.36776 -1.20238
H 4.89619 -4.23386 -3.63491
C 0.42061 -4.53199 -4.94329
C 1.46504 -4.55785 -6.06026
O 0.84322 -5.03063 -7.26790
O -0.61559 -3.62676 -5.17603
H 0.93552 -4.28511 -4.01484
H -0.06968 -5.50115 -4.85142
H 2.29950 -5.15647 -5.69497
H 1.82964 -3.54560 -6.23494
H 1.53974 -5.30560 -7.86860
H -1.05168 -3.89161 -5.98922
C -3.34768 -1.31598 -1.30522
C -2.19043 -1.82669 -2.07770
O -2.55073 -2.87121 -2.97526
O -2.91378 -0.55783 -0.20272
H -4.12947 -1.99841 -0.97173
H -3.95600 -0.69006 -1.95811
H -1.41907 -2.06499 -1.34538
H -1.83646 -0.98019 -2.66613
H -1.71722 -3.03544 -3.42235
H -2.74602 -1.23004 0.46179
C 2.16318 -5.82795 -10.53791
C 3.31604 -6.06388 -11.53143
O 4.19649 -7.16887 -11.36857
O 2.60800 -5.86606 -9.14729
H 1.34345 -6.51877 -10.73518
H 1.71906 -4.85058 -10.72659
H 3.92808 -5.16905 -11.41827
H 2.98133 -6.06890 -12.56875
H 4.63642 -7.18294 -10.51542
H 2.54922 -6.80959 -8.98024
C -2.67252 -6.45808 -6.95589
C -3.28399 -5.14616 -7.46785
O -2.36496 -4.09351 -7.47221
O -1.60001 -6.87327 -7.76091
H -3.44992 -7.21161 -6.82957
H -2.19799 -6.24529 -5.99796
H -4.15855 -4.86629 -6.88054
H -3.68361 -5.29928 -8.47032
H -2.20128 -3.84615 -8.38524
H -0.93590 -6.19240 -7.63058
*
```



What should be chosen as the most stable of them? Choose #2.



#1
This record from the OMol25 dataset describes a cluster of 2 separate species, C13H16N2O4 in total. The level of theory is ωB97M-V/def2-TZVPD.

Kohn-Sham gap ... 0.3055 Eh
SMILES ... CC(C)=N[C@@H]1CCC(=O)O1.O=[N+]([O-])c1ccccc1
Lowest unoccupied orbital energy ... -0.48 eV

The geometry in ORCA input format:
```
! wB97M-V def2-TZVPD RIJCOSX def2/J DEFGRID3
* xyz 0 1
C -0.39019 2.39703 0.96142
C 1.09070 2.18236 1.05296
C 2.04372 3.29365 1.49319
N 1.56273 1.04491 0.72032
C 2.70452 1.09641 -0.20095
C 2.55700 1.96114 -1.48297
C 2.41104 0.91818 -2.60907
C 3.25221 -0.19258 -1.95780
O 4.10200 -0.81428 -2.41515
O 2.79142 -0.25961 -0.67054
H -0.89924 1.48223 0.63430
H -0.82778 2.71576 1.91251
H -0.56288 3.12895 0.16689
H 1.56845 4.03738 2.13353
H 2.47701 3.81080 0.63089
H 2.86119 2.82323 2.03682
H 3.66190 1.37353 0.26232
H 1.90583 2.83166 -1.47183
H 3.57216 2.35357 -1.62811
H 2.86608 1.29992 -3.51925
H 1.37961 0.62605 -2.79569
C -2.97046 -4.18915 1.67818
C -2.89770 -4.41540 0.31035
C -2.82672 -3.34560 -0.56705
C -2.82560 -2.05814 -0.06007
C -2.90453 -1.81745 1.30019
C -2.97792 -2.89167 2.17196
N -2.72600 -0.92150 -0.98680
O -2.67602 -1.16455 -2.17743
O -2.69481 0.19861 -0.50720
H -3.02029 -5.02713 2.36194
H -2.89316 -5.42716 -0.07236
H -2.76990 -3.52465 -1.63105
H -2.90718 -0.80884 1.68757
H -3.03719 -2.71764 3.23794
*
```



#2
This record from the OMol25 dataset describes a structure of composition C13H16N2O4. The level of theory is ωB97M-V/def2-TZVPD.

Kohn-Sham gap ... 0.3447 Eh
Lowest unoccupied orbital energy ... 0.33 eV

The geometry in ORCA input format:
```
! wB97M-V def2-TZVPD RIJCOSX def2/J DEFGRID3
* xyz 0 1
C -1.28878 1.56742 3.74917
H -1.88010 0.60168 3.98003
O -0.57781 1.18070 2.44156
C 0.04067 2.17799 1.88716
C -0.05696 3.52057 2.37158
C 0.86910 4.48529 1.72050
C 1.56461 4.10072 0.64188
C 1.33487 2.90172 -0.07472
C 0.66961 1.94740 0.67074
C 0.66111 0.46016 0.08860
O 1.21945 0.42844 -1.16109
N 0.30755 -0.37437 0.81279
N -0.06817 -1.81908 0.33416
C -0.95418 -2.10094 -0.38531
O -2.19070 -1.47421 -0.17168
C -0.82829 -3.29386 -1.16839
C -1.35658 -2.92695 -2.57582
H -2.02191 -2.06134 -2.56375
C 0.06343 -2.35406 -3.37058
H 0.24078 -2.29695 -4.25512
C 0.92727 -3.30076 -2.62865
H 2.19295 -2.91338 -2.35015
H 1.18896 -4.23057 -3.31074
O 0.59084 -3.77028 -1.28891
H 0.20007 -1.18491 -3.04064
H -1.65856 -3.71310 -3.35946
H -1.67626 -4.17391 -0.79936
H 1.04248 -2.19713 -0.21753
H -0.16010 -0.34939 1.82668
H 1.91222 2.44895 -0.89027
H 2.07721 4.91763 -0.25666
H 0.81721 5.57214 1.94048
H -0.26984 3.83520 3.21536
H -2.19037 2.38444 3.57927
H -0.74176 2.00469 4.60886
*
```



What should be chosen as the most stable of them? Choose #1.